# C47H47F7NO6S

A 8-piece molecular cluster, C47H47F7NO6S overall (the ωB97M-V functional and the def2-TZVPD basis, the Open Molecules 2025 dataset).

Geometry as XYZ:
```
109
Properties=species:S:1:pos:R:3:forces:R:3:lowdin_charge:R:1
C -6.450 2.415 -2.071 0.1 -0.4 0.7 -0.073
S -5.244 3.288 -1.087 -1.4 1.2 -0.8 0.677
O -5.766 3.529 0.203 0.2 -0.6 0.8 -0.215
O -4.728 4.377 -1.828 0.8 0.0 -0.5 -0.219
N -3.889 2.115 -0.954 -0.2 -0.1 0.0 -0.080
C -2.569 2.772 -0.625 0.3 0.3 0.2 -0.067
C -2.607 3.869 0.445 -0.2 -0.7 0.7 -0.153
O -1.361 3.808 1.123 0.1 0.1 0.2 -0.015
C -1.382 2.963 2.197 1.5 -2.2 -0.1 -0.285
O -0.740 1.933 2.206 -1.2 1.7 -0.1 0.087
C -4.240 0.930 -0.057 0.2 -0.4 0.3 -0.141
O -3.810 1.123 1.230 0.2 0.3 0.6 -0.091
O -4.983 1.207 2.048 -0.7 -0.1 -0.4 0.004
H -6.778 3.074 -2.856 0.2 0.3 -0.4 0.085
H -7.291 2.228 -1.421 -0.2 -0.1 0.3 0.083
H -6.092 1.463 -2.438 0.2 -0.1 -0.3 0.078
H -3.787 1.729 -1.896 0.1 0.0 -0.1 0.170
H -1.916 1.984 -0.269 0.1 -0.3 0.0 0.143
H -2.140 3.165 -1.530 -0.1 0.0 -0.5 0.125
H -3.389 3.647 1.164 -0.4 0.2 0.0 0.109
H -2.737 4.856 0.042 0.0 0.3 -0.2 0.136
H -1.969 3.244 3.079 -0.3 0.5 -0.2 0.161
H -3.726 0.069 -0.467 0.1 0.1 -0.2 0.112
H -5.309 0.763 -0.074 -0.3 0.0 -0.1 0.148
H -4.756 1.762 2.806 0.6 0.2 0.0 0.128
F -3.865 -1.243 -1.960 -0.1 0.0 -0.2 0.004
C -2.630 -1.823 -1.844 0.6 -0.3 0.0 -0.279
C -2.172 -2.160 -0.587 -0.2 0.1 0.2 -0.021
C -0.916 -2.738 -0.468 0.0 0.1 -0.1 -0.056
C -0.138 -2.960 -1.596 -0.1 0.1 0.0 -0.080
C -0.620 -2.611 -2.849 -0.1 0.0 0.2 -0.074
C -1.881 -2.043 -2.980 -0.2 0.2 -0.2 -0.020
H -2.790 -1.974 0.284 0.0 -0.1 0.0 0.114
H -0.544 -3.014 0.509 0.0 0.0 0.0 0.117
H 0.837 -3.402 -1.499 0.1 0.0 0.0 0.084
H -0.010 -2.778 -3.727 0.0 0.0 0.0 0.115
H -2.277 -1.768 -3.950 0.0 0.0 0.0 0.122
F 2.963 -2.900 -1.604 0.1 0.0 0.0 0.032
C 3.962 -3.460 -0.879 0.2 -0.1 0.1 -0.280
C 5.263 -3.076 -1.126 0.0 0.2 -0.2 -0.017
C 6.281 -3.648 -0.379 -0.1 -0.1 0.1 -0.076
C 5.987 -4.596 0.591 0.0 0.0 0.0 -0.089
C 4.670 -4.970 0.819 0.1 0.1 0.0 -0.078
C 3.645 -4.397 0.083 -0.2 0.0 0.0 -0.020
H 5.471 -2.340 -1.892 0.0 0.0 0.0 0.118
H 7.306 -3.353 -0.555 0.0 0.0 0.0 0.108
H 6.784 -5.043 1.169 0.0 0.0 0.0 0.104
H 4.440 -5.712 1.571 0.0 0.0 0.0 0.107
H 2.611 -4.671 0.249 0.0 0.0 0.0 0.112
F 5.383 4.074 4.803 0.0 0.0 0.0 0.054
C 4.338 3.501 4.174 -0.2 -0.1 -0.1 -0.283
C 4.417 3.271 2.814 0.2 0.1 -0.1 -0.012
C 3.340 2.675 2.174 -0.1 0.0 0.2 -0.074
C 2.204 2.327 2.893 0.1 0.0 -0.1 -0.100
C 2.147 2.572 4.258 0.1 0.0 -0.1 -0.082
C 3.222 3.159 4.909 0.0 0.0 0.2 -0.016
H 5.308 3.556 2.270 0.0 0.0 0.0 0.109
H 3.389 2.482 1.111 0.0 0.0 0.0 0.105
H 1.368 1.866 2.391 0.1 0.0 0.0 0.068
H 1.262 2.303 4.820 0.0 0.0 0.0 0.103
H 3.200 3.351 5.974 0.0 0.0 0.0 0.118
F -0.511 2.131 -2.935 -0.2 0.4 0.1 0.028
C -0.069 1.932 -4.207 0.0 -0.2 -0.1 -0.283
C 0.287 0.645 -4.520 0.0 -0.5 0.1 -0.022
C 0.717 0.358 -5.805 0.0 0.2 -0.1 -0.067
C 0.801 1.379 -6.744 0.0 0.0 0.0 -0.081
C 0.439 2.677 -6.398 0.0 -0.2 0.0 -0.071
C -0.012 2.963 -5.116 -0.1 0.3 0.1 -0.017
H 0.207 -0.114 -3.754 0.1 0.0 0.0 0.099
H 0.986 -0.655 -6.073 0.0 0.0 0.0 0.108
H 1.143 1.164 -7.746 0.0 0.0 0.0 0.106
H 0.504 3.470 -7.130 0.0 0.0 0.0 0.110
H -0.310 3.963 -4.829 0.0 0.0 0.0 0.117
F -6.555 -3.626 6.302 0.0 0.0 0.0 0.072
C -5.747 -2.894 5.521 0.1 0.1 -0.1 -0.285
C -6.306 -2.029 4.602 -0.2 0.0 0.0 -0.009
C -5.466 -1.270 3.799 0.1 -0.3 0.2 -0.092
C -4.088 -1.393 3.919 0.0 0.1 -0.1 -0.102
C -3.547 -2.272 4.848 -0.1 0.0 -0.1 -0.078
C -4.379 -3.027 5.660 0.1 -0.1 0.1 -0.008
H -7.382 -1.955 4.522 0.0 0.0 0.0 0.120
H -5.888 -0.590 3.081 -0.1 0.0 -0.1 0.078
H -3.433 -0.805 3.288 0.0 0.0 0.0 0.087
H -2.474 -2.372 4.940 0.0 0.0 0.0 0.107
H -3.978 -3.712 6.395 0.0 0.0 0.0 0.122
F 10.496 5.105 -0.322 0.0 0.0 0.0 0.058
C 9.577 5.217 0.656 -0.1 0.0 0.1 -0.289
C 8.379 5.842 0.380 -0.1 0.1 -0.2 -0.020
C 7.433 5.951 1.389 0.1 -0.1 0.1 -0.088
C 7.700 5.445 2.654 -0.1 0.0 0.1 -0.106
C 8.913 4.823 2.911 -0.1 0.0 -0.1 -0.076
C 9.861 4.702 1.905 0.2 -0.1 0.0 -0.015
H 8.195 6.236 -0.611 0.0 0.0 0.0 0.116
H 6.486 6.433 1.187 0.0 0.0 0.0 0.104
H 6.961 5.535 3.438 0.0 0.0 0.0 0.089
H 9.124 4.432 3.896 0.0 0.0 0.0 0.107
H 10.811 4.215 2.082 0.0 0.0 0.0 0.118
F -0.545 -5.762 -1.215 0.1 -0.1 0.1 0.047
C -1.658 -6.162 -1.864 -0.2 0.0 -0.1 -0.290
C -1.593 -6.392 -3.223 0.2 0.0 -0.1 -0.019
C -2.739 -6.804 -3.887 -0.1 0.0 0.1 -0.080
C -3.927 -6.970 -3.190 -0.1 0.0 0.0 -0.093
C -3.970 -6.729 -1.824 0.0 0.0 -0.1 -0.081
C -2.827 -6.325 -1.150 0.0 0.1 0.2 -0.019
H -0.657 -6.251 -3.748 0.0 0.0 0.0 0.119
H -2.703 -6.996 -4.950 0.0 0.0 0.0 0.106
H -4.819 -7.289 -3.711 0.0 0.0 0.0 0.103
H -4.896 -6.856 -1.280 0.0 0.0 0.0 0.106
H -2.836 -6.140 -0.084 0.0 0.0 0.0 0.118
```
Positions in Å, forces in eV/Å.

Results
Spin multiplicity: 1
Net charge: +1

=====

# C47H47NO14

A 8-piece molecular cluster, C47H47NO14 overall (the ωB97M-V functional and the def2-TZVPD basis, the Open Molecules 2025 dataset).

Geometry as XYZ:
```
109
Properties=species:S:1:pos:R:3:forces:R:3:lowdin_charge:R:1
O -2.969 -3.058 2.741 0.7 1.0 2.1 0.057
C -3.321 -3.377 1.519 -4.3 -0.5 -3.2 -0.358
C -4.646 -2.894 1.069 2.4 -2.4 -6.3 0.092
C -5.037 -3.176 -0.469 3.6 -0.8 3.8 0.073
C -4.110 -4.076 -1.170 -4.6 1.8 -0.6 -0.358
O -4.426 -4.448 -2.460 -2.1 1.3 -0.8 -0.022
C -3.066 -4.699 -0.606 0.9 0.5 2.7 -0.031
C -2.672 -4.288 0.682 -4.9 2.0 -1.5 -0.041
H -2.155 -3.431 3.122 0.0 -0.2 -0.7 0.089
H -5.195 -2.157 1.531 -1.1 1.3 1.4 0.051
H -5.929 -2.783 -1.020 0.9 -0.3 1.0 0.100
H -5.220 -3.899 -2.804 2.0 -1.3 1.0 0.154
H -2.583 -5.555 -1.018 0.5 -0.1 -0.7 0.121
H -1.779 -4.474 0.968 6.0 -2.3 2.1 0.039
O -0.195 -3.875 3.891 1.3 -2.1 -1.2 -0.033
C -0.088 -3.273 5.101 3.4 1.0 3.9 -0.312
C 1.109 -2.494 5.466 -0.6 0.4 0.8 0.037
C 1.263 -1.918 6.837 -2.3 -2.7 -4.3 0.002
C 0.273 -2.149 7.758 1.4 1.2 1.5 -0.255
O 0.524 -1.580 9.088 -1.4 -1.3 -2.2 0.004
C -0.829 -2.884 7.347 -0.8 -0.6 2.3 -0.047
C -0.989 -3.592 6.196 5.2 4.0 -2.6 0.002
H 0.533 -4.596 3.797 -1.9 1.9 0.2 0.176
H 1.992 -2.224 4.747 -2.1 -0.8 1.1 0.129
H 2.086 -1.317 6.912 2.0 1.4 0.9 0.077
H -0.212 -1.818 9.682 0.4 0.1 -0.5 0.096
H -1.609 -3.042 8.064 -0.4 0.1 0.6 0.111
H -1.823 -3.982 5.853 -4.2 -2.4 -0.7 0.063
O -0.380 -1.860 -4.109 1.7 2.5 -1.0 0.019
C -1.164 -2.803 -4.611 0.3 -0.9 -0.6 -0.351
C -1.421 -3.863 -3.783 -3.2 -2.1 -3.5 0.008
C -2.319 -4.904 -4.312 1.1 3.3 -0.1 0.003
C -2.919 -4.722 -5.573 2.0 0.5 2.9 -0.339
O -3.848 -5.618 -5.931 -1.1 0.1 -2.4 0.047
C -2.555 -3.592 -6.359 -1.0 -2.3 -1.4 -0.034
C -1.580 -2.721 -5.987 0.1 1.4 1.8 -0.004
H -0.410 -1.656 -3.174 -0.5 -0.2 0.5 0.061
H -1.167 -3.757 -2.779 0.6 -0.4 1.6 0.078
H -2.778 -5.551 -3.610 0.0 -1.0 0.3 0.072
H -4.167 -6.201 -5.252 0.3 0.0 0.7 0.098
H -3.037 -3.575 -7.345 0.3 0.3 0.3 0.120
H -1.308 -1.820 -6.601 -0.2 -1.1 0.7 0.131
O 5.937 4.228 -0.759 2.4 0.7 2.1 -0.081
C 4.844 4.251 0.178 0.9 -0.7 -3.4 -0.391
C 4.999 4.363 1.481 1.4 0.3 5.2 -0.052
C 3.815 4.203 2.346 -0.3 -0.2 -2.1 0.026
C 2.499 3.943 1.803 4.7 0.5 -1.8 -0.340
O 1.463 3.581 2.502 1.4 -0.6 4.3 0.100
C 2.398 3.834 0.411 4.8 0.9 -0.1 -0.009
C 3.581 3.937 -0.347 0.4 -1.1 -2.6 -0.009
H 6.938 4.420 -0.335 -4.5 -0.7 -1.2 0.188
H 6.198 4.475 1.882 -3.9 -0.2 -0.7 0.176
H 3.902 4.157 3.401 0.3 0.2 0.8 0.084
H 0.735 3.791 2.014 -3.6 0.4 -1.9 0.027
H 1.572 3.586 -0.118 -2.8 -0.8 -1.2 0.060
H 3.723 3.527 -1.466 -1.1 1.3 2.4 0.163
O 2.980 1.500 -6.743 4.9 2.5 4.7 0.059
C 3.287 0.813 -5.533 -0.2 1.7 -0.2 -0.293
C 4.249 1.264 -4.635 1.6 -0.6 1.7 0.004
C 4.530 0.607 -3.335 1.2 3.2 -1.6 -0.030
C 3.804 -0.462 -2.996 -2.6 -1.8 -1.7 -0.401
O 4.048 -1.261 -1.935 0.8 1.1 2.3 0.020
C 2.720 -0.855 -3.867 -0.5 -0.1 -0.6 0.006
C 2.457 -0.190 -5.087 -1.3 -2.1 0.5 -0.030
H 2.408 1.065 -7.248 -3.7 -3.2 -2.9 0.009
H 5.004 2.024 -4.823 -0.6 0.2 -0.5 0.105
H 5.326 1.052 -2.600 -1.4 -0.9 -1.7 0.147
H 4.499 -0.673 -1.253 -0.7 -1.4 -1.1 0.132
H 2.018 -1.700 -3.630 1.1 0.9 0.1 0.115
H 1.571 -0.526 -5.745 1.5 0.5 1.3 0.140
O -2.643 1.097 6.641 0.2 -0.2 2.4 0.044
C -2.206 1.497 5.437 -0.4 -0.8 -2.1 -0.388
C -2.211 0.577 4.417 1.6 0.4 -3.9 0.042
C -1.791 0.974 3.034 -1.4 -2.7 3.9 0.045
C -1.460 2.271 2.765 0.6 -3.2 -2.0 -0.349
O -0.910 2.565 1.532 -1.9 4.8 2.1 0.060
C -1.476 3.132 3.764 0.4 0.9 3.7 0.003
C -1.717 2.733 5.132 -0.8 -0.1 -3.8 0.039
H -3.583 1.130 6.877 0.4 0.3 -0.9 0.125
H -2.341 -0.459 4.666 -0.4 -0.4 -0.2 0.099
H -1.670 0.158 2.334 -0.1 0.1 -0.3 0.095
H -0.625 1.832 1.110 1.3 -3.9 -2.0 0.024
H -1.088 4.057 3.465 0.2 1.8 0.5 0.104
H -1.927 3.409 5.839 0.2 3.0 2.6 0.077
O 1.147 7.502 -2.592 0.9 1.5 0.3 0.062
C 0.705 6.263 -2.412 -1.9 -3.7 0.1 -0.316
C -0.099 5.748 -1.322 0.5 0.9 -1.8 -0.014
C -0.844 4.542 -1.460 0.8 -1.1 -1.6 -0.029
C -0.629 3.712 -2.605 1.1 1.0 1.3 -0.296
O -1.188 2.477 -2.741 1.6 0.4 -2.4 0.033
C 0.366 4.140 -3.565 -4.4 -4.1 -0.1 -0.052
C 0.865 5.361 -3.498 1.2 1.4 0.6 -0.052
H 1.459 7.922 -1.784 -0.2 -0.1 0.1 0.116
H -0.152 6.401 -0.460 -0.4 -0.2 0.2 0.101
H -1.595 4.100 -0.787 0.6 0.9 0.3 0.107
H -1.831 2.131 -2.164 -1.1 0.1 1.6 0.075
H 0.440 3.611 -4.584 0.1 0.3 2.0 0.148
H 1.416 5.289 -4.400 1.4 2.6 -0.6 0.105
C 1.042 -1.036 1.015 1.2 -0.1 -0.9 -0.071
C -0.102 -1.756 0.725 -2.3 -3.0 0.5 -0.103
C -0.939 -1.551 -0.323 3.0 4.1 -2.8 -0.062
N -0.532 -0.505 -1.239 -2.0 -2.3 1.8 0.065
C 0.553 0.142 -0.931 1.8 4.1 -2.1 -0.216
C 1.471 -0.062 0.118 0.8 -0.1 1.5 -0.056
H 1.686 -1.400 1.786 0.2 0.1 0.6 0.096
H -0.480 -2.726 1.149 1.2 1.2 1.0 0.102
H -1.798 -2.124 -0.576 -0.5 -0.3 -0.1 0.082
H 0.786 1.118 -1.608 -0.5 -2.6 1.2 0.152
H 2.522 0.479 0.288 -2.8 -1.0 -0.7 0.157
```
Positions in Å, forces in eV/Å.

Results
Spin multiplicity: 1

=====

Going through the records in order, we get HOMO energy values of -10.31 -7.52 eV.
Going through the records in order, we get energy relative to the best compared isomer or geometry (same formula, charge and spin) values of 6.2 0.0 kcal/mol.
Going through the records in order, we get strongest force on any atom values of 2.7 7.3 eV/Å.